Record 1
# C37H34BBrN13O3Y

A structure of composition C37H34BBrN13O3Y (ωB97M-V with the def2-TZVPD basis set, the Open Molecules 2025 dataset).

For the lowest unoccupied orbital energy (spin up / spin down), the calculation gives -3.347 / -5.545 eV. The calculation puts the HOMO energy (spin up / spin down) at -0.4028 / -0.4030 Ha. The multiplicity is 2. As for the orbital gap (spin up / spin down): 7.61 / 5.42 eV. The energy above the lowest of the compared OMol25 structures with the same formula, charge and spin comes out at 12.09 kcal/mol. Its charge is +1.

CARTESIAN COORDINATES (ANGSTROEM)
1 Y 0.243519 -0.265412 0.768439
2 C -0.366935 3.599677 0.161832
3 C -0.007040 2.752244 -1.012971
4 C 0.132950 3.192439 -2.328618
5 C 0.454962 2.064038 -3.048592
6 N 0.478681 1.012615 -2.214185
7 N 0.216891 1.433669 -0.945575
8 B 1.011371 -0.423908 -2.600243
9 N 2.396719 -0.581564 -1.976685
10 C 3.599716 -0.771967 -2.547868
11 C 4.534534 -0.891996 -1.552789
12 C 3.819982 -0.766500 -0.357031
13 C 4.415568 -0.872281 1.008007
14 N 2.519823 -0.565364 -0.605693
15 N 0.117658 -1.623645 -2.072038
16 C -0.303622 -2.656440 -2.828925
17 C -0.587628 -3.725947 -2.012434
18 C -0.266245 -3.290734 -0.722389
19 C -0.209220 -4.128211 0.512114
20 N 0.133406 -2.019898 -0.766324
21 N 0.916072 -0.475779 -4.118528
22 C -0.228542 -0.286504 -4.820228
23 C 0.053055 -0.442270 -6.152746
24 C 1.435735 -0.718391 -6.188569
25 C 2.305237 -0.962516 -7.377984
26 N 1.941430 -0.732384 -4.968053
27 H -0.489023 4.630238 -0.166135
28 H -1.300575 3.279830 0.623581
29 H 0.414105 3.580469 0.920556
30 H 0.024093 4.197798 -2.694395
31 H 0.675951 1.941896 -4.093827
32 H 3.679078 -0.819349 -3.617315
33 H 5.589509 -1.071149 -1.660904
34 H 5.017893 -1.778649 1.071494
35 H 5.089677 -0.034552 1.201183
36 H 3.659896 -0.913852 1.786149
37 H -0.327518 -2.582395 -3.901370
38 H -0.914445 -4.706443 -2.310758
39 H -0.859511 -4.995169 0.404099
40 H 0.812524 -4.485122 0.655360
41 H -0.459432 -3.587717 1.420140
42 H -1.155853 -0.070708 -4.313083
43 H -0.627318 -0.365545 -6.982486
44 H 1.707866 -1.052504 -8.283286
45 H 3.009903 -0.143081 -7.520349
46 H 2.880660 -1.878964 -7.255193
47 O 2.969349 4.058844 6.331015
48 N 1.756531 4.067507 6.333844
49 O 1.071765 4.594193 7.180844
50 C 1.048590 3.373919 5.220915
51 C -0.285639 3.266897 5.369052
52 C -1.075223 2.589341 4.386946
53 C -2.475101 2.514685 4.477590
54 C -3.167727 1.862295 3.492092
55 C -2.445606 1.259525 2.455587
56 N -1.130445 1.300085 2.356315
57 C -0.444940 1.985267 3.298710
58 C 0.987148 2.133507 3.134967
59 N 1.513621 1.590667 2.016627
60 C 2.782827 1.806559 1.741543
61 C 3.620916 2.532175 2.592441
62 C 3.120271 3.035359 3.762548
63 C 1.752758 2.852357 4.067674
64 H -0.757924 3.693390 6.241738
65 H -2.984502 2.979771 5.311569
66 H -4.245616 1.794327 3.503745
67 H -2.961036 0.718387 1.672870
68 H 3.150707 1.397001 0.810882
69 H 4.656668 2.682017 2.324537
70 H 3.754305 3.581110 4.438715
71 O -1.499118 -1.435666 1.837824
72 C -2.534504 -2.127921 1.808256
73 C -2.858643 -2.968241 2.940175
74 C -3.912597 -3.821247 2.887341
75 C -4.721025 -3.864813 1.727397
76 C -4.475088 -3.038883 0.643288
77 C -3.409692 -2.149519 0.641850
78 C -3.183309 -1.209805 -0.436515
79 N -2.263451 -0.248983 -0.507345
80 C -2.527000 0.438847 -1.659614
81 C -3.600710 -0.109399 -2.301663
82 N -4.003730 -1.148536 -1.521116
83 H -2.185720 -2.902604 3.784784
84 H -4.138095 -4.477007 3.716470
85 H -5.557417 -4.548931 1.688813
86 H -5.150783 -3.103619 -0.199298
87 H -1.946328 1.291668 -1.960704
88 H -4.099326 0.149285 -3.218271
89 H -4.764497 -1.770004 -1.731020
90 Br 1.433802 -1.621804 2.821206

Cartesian forces, eV/Å:
0.07 0.28 0.57
0.03 0.05 0.01
-0.01 0.02 0.07
0.00 -0.03 -0.03
0.00 -0.02 -0.01
0.06 -0.07 0.09
0.09 0.01 -0.13
-0.19 -0.01 -0.04
0.08 0.04 0.15
-0.03 -0.03 -0.01
0.00 -0.02 -0.04
-0.10 -0.05 0.06
0.01 0.05 0.02
-0.09 0.17 -0.08
0.07 0.01 0.01
0.00 0.04 -0.03
0.06 0.03 -0.05
-0.01 -0.02 0.01
0.02 0.01 0.05
-0.08 -0.30 -0.24
0.15 0.11 -0.14
-0.14 -0.09 -0.01
-0.04 0.05 0.11
0.08 -0.01 0.00
0.01 0.00 -0.05
0.04 -0.12 0.11
-0.01 0.00 0.00
0.00 -0.02 -0.01
-0.02 0.00 -0.01
0.00 0.02 -0.01
0.00 0.05 -0.01
0.02 -0.01 -0.06
0.02 0.01 -0.01
-0.03 -0.02 0.01
0.01 0.02 -0.01
0.04 0.01 -0.01
-0.04 -0.01 -0.03
-0.01 -0.02 0.00
-0.02 0.00 0.03
-0.02 -0.04 -0.04
0.01 0.03 -0.02
-0.02 0.00 -0.02
-0.02 0.01 -0.02
-0.02 0.00 0.01
0.00 0.01 0.01
0.01 0.00 0.01
-0.03 -0.03 0.07
-0.03 0.02 -0.11
0.02 0.01 0.00
0.02 0.03 0.09
0.06 -0.10 -0.15
-0.01 0.09 0.13
0.01 -0.03 -0.04
0.06 -0.01 -0.02
-0.04 -0.02 0.05
0.08 -0.02 -0.06
0.14 -0.06 -0.04
-0.10 -0.13 0.00
0.05 0.02 -0.29
0.04 0.10 0.07
-0.05 -0.02 0.00
-0.01 0.01 -0.02
-0.07 0.01 0.03
0.00 0.01 0.01
-0.01 0.01 0.01
-0.01 0.00 0.01
-0.01 0.02 -0.01
0.00 -0.01 -0.01
0.01 0.01 0.00
0.01 -0.01 -0.02
-0.22 -0.01 0.07
0.08 -0.10 -0.08
0.03 0.05 -0.08
0.01 0.02 -0.02
-0.01 -0.01 0.01
-0.04 -0.02 -0.01
0.10 0.05 0.05
-0.02 -0.09 0.02
-0.02 0.07 -0.07
0.00 0.02 0.09
-0.03 -0.03 0.00
0.04 0.05 -0.05
-0.01 -0.03 0.02
0.01 0.00 0.03
-0.01 -0.01 0.00
0.02 0.01 -0.01
0.00 0.02 -0.02
0.00 0.01 -0.02
-0.02 -0.01 0.01
-0.03 -0.05 0.14

Partial charges, Mulliken, in e:
1 Y 0.677
2 C -1.163
3 C 0.437
4 C -1.930
5 C -0.125
6 N 1.087
7 N 0.428
8 B 0.667
9 N -0.344
10 C 0.087
11 C -1.781
12 C 0.490
13 C -1.228
14 N 0.412
15 N 1.993
16 C -0.262
17 C -1.778
18 C 0.599
19 C -1.180
20 N -0.821
21 N 0.782
22 C -0.223
23 C -1.318
24 C 0.548
25 C -1.294
26 N -1.534
27 H 0.473
28 H 0.155
29 H 0.136
30 H 0.535
31 H 0.483
32 H 0.596
33 H 0.519
34 H 0.418
35 H 0.287
36 H 0.037
37 H 0.478
38 H 0.526
39 H 0.407
40 H 0.273
41 H 0.013
42 H 0.467
43 H 0.441
44 H 0.375
45 H 0.277
46 H 0.330
47 O -0.615
48 N 1.038
49 O -0.624
50 C -0.661
51 C -0.591
52 C 1.325
53 C -0.839
54 C -1.335
55 C -0.300
56 N 1.038
57 C -0.529
58 C -0.457
59 N 0.607
60 C -0.837
61 C -1.311
62 C -0.684
63 C 0.939
64 H 0.615
65 H 0.490
66 H 0.529
67 H 0.397
68 H 1.062
69 H 0.502
70 H 0.587
71 O 0.554
72 C -0.253
73 C -0.679
74 C -0.566
75 C -0.732
76 C -1.136
77 C 1.230
78 C 0.041
79 N 1.209
80 C -0.666
81 C -1.273
82 N -0.121
83 H 0.574
84 H 0.479
85 H 0.462
86 H 0.437
87 H 0.534
88 H 0.501
89 H 0.155
90 Br -0.549

***

Record 2
# C37H34N3O3SSiTi

A structure of composition C37H34N3O3SSiTi (ωB97M-V with the def2-TZVPD basis set, the Open Molecules 2025 dataset).

For the lowest unoccupied orbital energy (spin up / spin down), the calculation gives 4.607 / 4.606 eV. The calculation puts the HOMO energy (spin up / spin down) at -0.0407 / -0.0566 Ha. The multiplicity is 2. As for the orbital gap (spin up / spin down): 5.71 / 6.15 eV. The energy above the lowest of the compared OMol25 structures with the same formula, charge and spin comes out at 1.36 kcal/mol. Its charge is -2.

CARTESIAN COORDINATES (ANGSTROEM)
1 Ti -1.066954 0.216155 0.764275
2 O -1.517889 -4.648996 -1.816874
3 C -0.845391 -4.949956 -0.690633
4 C -0.327910 -6.238015 -0.556450
5 C 0.386242 -6.591692 0.574659
6 C 0.597981 -5.670653 1.596076
7 C 0.085497 -4.391463 1.465784
8 C -0.642223 -4.017246 0.339720
9 C -1.130000 -2.619818 0.245894
10 O -0.863534 -1.809596 1.190892
11 N -1.832648 -2.283919 -0.816449
12 N -2.168032 -0.948342 -0.728468
13 C -3.111003 -0.538944 -1.495958
14 C -3.700691 0.775261 -1.396625
15 C -4.514312 1.228841 -2.439760
16 C -5.145298 2.456319 -2.394020
17 C -4.982610 3.248691 -1.254518
18 C -4.207654 2.814218 -0.199619
19 C -3.529086 1.580531 -0.236275
20 O -2.804619 1.205261 0.772821
21 H -1.774604 -3.685104 -1.739069
22 H -0.489276 -6.941137 -1.364598
23 H 0.787669 -7.596065 0.656472
24 H 1.164613 -5.942738 2.477429
25 H 0.248777 -3.637478 2.227618
26 H -3.520119 -1.241271 -2.223625
27 H -4.630503 0.587966 -3.309230
28 H -5.750614 2.799543 -3.224053
29 H -5.463235 4.219474 -1.197295
30 H -4.069303 3.426352 0.683043
31 S -1.107291 0.737323 3.316856
32 C -0.069791 -0.367563 4.224528
33 C 1.094849 -0.940298 3.702543
34 C 1.859592 -1.818676 4.452235
35 C 1.499043 -2.152122 5.754822
36 C 0.354330 -1.579229 6.292298
37 C -0.413788 -0.701955 5.540128
38 H 1.371881 -0.682234 2.689927
39 H 2.749912 -2.255310 4.010288
40 H 2.098258 -2.842970 6.337437
41 H 0.051489 -1.823752 7.305786
42 H -1.314631 -0.268317 5.960196
43 C 2.228806 -3.308500 -1.773409
44 C 2.744361 -3.125703 -0.494416
45 C 2.411158 -2.002141 0.242746
46 C 1.545738 -1.027968 -0.270033
47 C 1.057647 -1.210936 -1.565492
48 C 1.389098 -2.339794 -2.304114
49 N 1.116815 0.068630 0.510035
50 C 2.007967 1.107612 0.626034
51 C 1.706679 2.185106 1.488028
52 C 2.546955 3.272418 1.608701
53 C 3.737069 3.358103 0.887105
54 C 4.058929 2.303954 0.042231
55 C 3.226842 1.202391 -0.088521
56 H 2.464715 -4.202097 -2.339505
57 H 3.393113 -3.879092 -0.060478
58 H 2.814392 -1.864658 1.239332
59 H 0.397249 -0.453162 -1.971002
60 H 0.970413 -2.471923 -3.295833
61 H 0.790974 2.144288 2.067549
62 H 2.264104 4.076387 2.281108
63 H 4.388028 4.219688 0.981389
64 H 4.974947 2.337918 -0.540446
65 H 3.506138 0.417193 -0.776641
66 C -1.302034 4.150481 -3.986761
67 Si 0.001444 3.982971 -2.642758
68 C 0.038209 5.573445 -1.645365
69 C 1.681894 3.766972 -3.452734
70 C -0.372470 2.590035 -1.575041
71 C -0.645337 1.683198 -0.798330
72 H -1.095934 4.999651 -4.645913
73 H -2.289622 4.283906 -3.537738
74 H -1.341549 3.242409 -4.593199
75 H 0.173040 6.453224 -2.281949
76 H 0.855662 5.534377 -0.921098
77 H -0.893832 5.685467 -1.086239
78 H 1.957683 4.633043 -4.062807
79 H 1.694701 2.876616 -4.086077
80 H 2.438909 3.625389 -2.676563

Cartesian forces, eV/Å:
0.38 0.19 0.49
0.05 -0.03 0.04
-0.03 0.05 -0.04
0.03 -0.06 -0.01
0.00 0.01 0.00
0.00 -0.01 -0.01
-0.01 0.02 0.01
0.04 0.03 -0.03
-0.10 0.02 0.02
-0.06 0.11 -0.04
0.03 -0.19 -0.04
-0.17 -0.01 -0.10
0.18 -0.07 0.18
-0.08 0.17 -0.12
-0.01 -0.02 0.00
-0.03 -0.03 -0.08
0.12 -0.09 0.12
-0.15 0.25 -0.05
0.14 -0.30 0.12
-0.22 0.13 -0.05
-0.06 -0.01 0.01
0.00 0.01 0.00
0.00 0.00 0.00
0.00 0.00 0.00
-0.02 -0.02 -0.01
-0.01 0.00 -0.01
-0.02 0.03 -0.01
0.00 -0.02 0.00
-0.01 0.00 0.00
0.01 -0.02 0.00
0.09 -0.33 -0.18
-0.16 0.16 0.03
-0.02 0.05 -0.08
0.02 -0.06 0.06
0.04 0.01 -0.06
-0.03 0.02 0.02
-0.06 -0.03 0.07
0.04 -0.04 -0.10
0.00 0.02 0.00
0.00 0.00 -0.01
-0.01 0.01 -0.01
0.02 -0.01 0.00
0.02 -0.01 0.03
0.04 -0.04 -0.07
0.04 0.11 0.04
-0.13 0.10 0.01
0.02 -0.04 -0.08
0.00 0.02 0.02
0.38 0.06 -0.02
-0.11 -0.24 0.01
-0.02 0.13 0.06
-0.04 -0.01 0.00
0.05 0.00 -0.02
-0.02 0.03 0.03
-0.08 -0.01 0.01
0.00 0.00 0.01
-0.01 0.00 0.00
-0.04 0.00 0.04
0.00 0.00 0.01
0.00 0.01 0.00
0.06 0.00 -0.03
0.00 0.00 0.00
0.00 -0.01 0.00
0.00 0.00 0.00
-0.01 -0.08 -0.03
-0.05 0.01 -0.04
0.08 -0.02 0.02
-0.02 0.03 0.05
0.05 0.00 -0.01
-0.07 -0.05 -0.04
-0.06 0.01 -0.05
-0.01 0.00 0.00
0.01 0.01 0.00
0.01 0.01 0.00
0.02 0.00 0.01
-0.01 0.00 -0.01
0.01 0.01 -0.02
0.01 -0.01 0.00
-0.01 0.01 0.00
-0.01 0.02 -0.01

Partial charges, Mulliken, in e:
1 Ti -0.176
2 O -0.746
3 C 0.428
4 C -0.653
5 C -0.266
6 C -0.855
7 C -0.579
8 C 0.309
9 C 0.822
10 O -0.839
11 N -0.883
12 N 0.691
13 C -0.804
14 C 0.752
15 C -0.640
16 C -0.668
17 C -0.379
18 C -0.565
19 C 0.420
20 O -0.255
21 H 0.576
22 H 0.393
23 H 0.359
24 H 0.407
25 H 0.503
26 H 0.291
27 H 0.331
28 H 0.357
29 H 0.346
30 H 0.413
31 S -0.572
32 C 0.297
33 C 0.137
34 C -0.522
35 C -0.445
36 C -0.436
37 C -0.651
38 H -0.035
39 H 0.346
40 H 0.345
41 H 0.320
42 H 0.331
43 C -0.552
44 C -0.773
45 C 0.383
46 C -1.150
47 C -0.037
48 C -0.788
49 N 1.828
50 C 0.399
51 C -0.335
52 C -0.761
53 C -0.635
54 C -0.691
55 C -0.417
56 H 0.372
57 H 0.360
58 H 0.414
59 H 0.420
60 H 0.353
61 H 0.017
62 H 0.392
63 H 0.333
64 H 0.332
65 H 0.360
66 C -0.953
67 Si -0.318
68 C -0.972
69 C -0.910
70 C 0.264
71 C 0.403
72 H 0.282
73 H 0.239
74 H 0.278
75 H 0.301
76 H 0.285
77 H 0.282
78 H 0.292
79 H 0.291
80 H 0.207